The following is a quantum chemistry calculation of a 2-piece molecular cluster, C8H16INO6S overall, from the OMol25 dataset.

Properties
* structure (SMILES): N[C@H]1C[C@H](I)OS(=O)(=O)C1.CCOC(=O)OC
* calculated total energy: -1516.4944 hartree
* HOMO-LUMO gap: 10.17 eV
* HOMO energy: -9.98 eV

```
! RIJCOSX wB97M-V def2-TZVPD def2/J DEFGRID3
* xyz 0 1
N -1.577 0.327 -0.410
C -1.687 1.371 -1.414
C -2.621 2.483 -0.917
C -1.853 3.722 -0.560
I -3.011 5.128 0.540
O -1.413 4.324 -1.794
S -0.080 3.622 -2.339
O 1.023 4.168 -1.612
O -0.105 3.698 -3.762
C -0.270 1.907 -1.836
H -1.087 -0.482 -0.767
H -1.118 0.657 0.427
H -2.116 0.917 -2.302
H -3.240 2.127 -0.100
H -3.296 2.749 -1.729
H -0.982 3.539 0.066
H 0.102 1.329 -2.673
H 0.385 1.810 -0.974
C 1.223 -3.624 3.702
C 0.723 -4.238 2.413
O 0.488 -3.246 1.397
C 1.575 -2.780 0.793
O 2.707 -3.133 0.979
O 1.188 -1.858 -0.094
C 2.268 -1.226 -0.791
H 0.529 -2.859 4.052
H 1.310 -4.394 4.469
H 2.200 -3.164 3.565
H -0.247 -4.707 2.564
H 1.410 -4.991 2.030
H 2.904 -1.965 -1.272
H 2.857 -0.618 -0.107
H 1.809 -0.591 -1.544
*
```


The following is a quantum chemistry calculation of a 2-piece molecular cluster, C8H16N2 overall at a distorted geometry, from the OMol25 dataset.

Properties
* calculated total energy: -423.6881 hartree
* relative energy (zero: lowest compared OMol25 entry of this formula, charge and spin): 660.3 kJ/mol
* HOMO-LUMO gap: 8.82 eV
* HOMO energy: -7.96 eV

```
! RIJCOSX wB97M-V def2-TZVPD def2/J DEFGRID3
* xyz 0 1
C -3.256 -0.537 1.136
C -0.022 -0.877 0.183
C -2.026 -0.116 0.583
C -0.088 -2.136 -0.581
C -2.029 1.074 -1.623
C 2.556 1.337 1.248
C 3.106 -0.541 -0.093
C -2.006 1.149 -0.069
N 0.794 -0.173 0.710
N 2.170 -0.041 0.911
H -4.049 0.114 0.814
H -3.405 -1.317 1.823
H -0.286 -2.009 -1.688
H -0.832 -2.937 -0.363
H 0.889 -2.643 -0.671
H -2.976 0.812 -1.974
H -1.346 0.312 -2.059
H -1.567 2.065 -1.937
H 2.751 1.925 0.381
H 1.864 1.847 1.910
H 3.390 1.312 2.012
H 3.185 -1.745 -0.173
H 3.019 -0.122 -1.050
H 4.059 -0.241 0.363
H -2.877 1.820 0.084
H -1.020 1.671 0.123
*
```


The following is a quantum chemistry calculation of C8H16N2 as an isolated structure at a distorted geometry, from the OMol25 dataset.

Properties
* calculated total energy: -423.7439 hartree
* relative energy (zero: lowest compared OMol25 entry of this formula, charge and spin): 514.0 kJ/mol
* HOMO-LUMO gap: 5.45 eV
* HOMO energy: -5.12 eV

```
! RIJCOSX wB97M-V def2-TZVPD def2/J DEFGRID3
* xyz 0 1
C 0.142 -1.508 -0.113
C 1.563 0.685 0.391
C -2.303 -0.966 -0.839
C 2.926 0.121 0.023
C -1.158 0.398 0.963
C -1.035 -0.551 -0.113
C 0.411 -0.231 -0.840
N -1.010 0.040 2.271
N -1.698 1.628 0.706
C 0.457 0.203 -2.130
H -1.004 0.770 2.968
H -0.365 -0.719 2.424
H -1.811 1.828 -0.279
H -1.711 2.310 1.451
H 0.655 -1.705 0.823
H 0.017 -2.379 -0.750
H 1.440 0.612 1.479
H 1.461 1.732 0.102
H -2.050 -1.566 -1.711
H -2.852 -0.098 -1.207
H -2.959 -1.553 -0.190
H -0.359 0.793 -2.527
H 1.392 0.280 -2.667
H 3.101 0.195 -1.053
H 3.750 0.623 0.539
H 3.000 -0.940 0.279
*
```


The following is a quantum chemistry calculation of a 2-piece molecular cluster, C8H16N2 overall at a distorted geometry, from the OMol25 dataset.

Properties
* structure (SMILES): Cc1c[nH]cn1.CC(C)C
* calculated total energy: -423.9236 hartree
* relative energy (zero: lowest compared OMol25 entry of this formula, charge and spin): 42.1 kJ/mol
* HOMO-LUMO gap: 9.53 eV
* HOMO energy: -8.69 eV

```
! RIJCOSX wB97M-V def2-TZVPD def2/J DEFGRID3
* xyz 0 1
C 1.568 -2.943 1.432
C 0.101 -2.884 1.131
C -0.966 -3.601 1.563
N -2.069 -3.080 0.931
C -1.623 -2.050 0.174
N -0.342 -1.902 0.264
H 1.877 -2.004 1.884
H 2.059 -3.044 0.464
H 1.840 -3.746 2.102
H -0.965 -4.349 2.342
H -3.001 -3.406 1.109
H -2.311 -1.512 -0.410
C -1.097 2.916 -0.873
C 0.342 2.529 -1.368
C 1.311 3.463 -0.630
C 0.547 1.066 -1.042
H -1.096 3.986 -0.666
H -1.298 2.290 -0.013
H -1.844 2.695 -1.627
H 0.437 2.675 -2.441
H 1.152 3.412 0.445
H 2.349 3.192 -0.854
H 1.200 4.439 -1.115
H -0.287 0.422 -1.305
H 1.436 0.643 -1.512
H 0.681 0.791 0.016
*
```


The following is a quantum chemistry calculation of one molecule with the formula C8H16N2O at a distorted geometry, from the OMol25 dataset.

Properties
* structure (SMILES): CC1=NC(C)(C)N(O)C1(C)C
* calculated total energy: -499.0354 hartree
* relative energy (zero: lowest compared OMol25 entry of this formula, charge and spin): 395.1 kJ/mol
* HOMO-LUMO gap: 8.24 eV
* HOMO energy: -7.42 eV

```
! RIJCOSX wB97M-V def2-TZVPD def2/J DEFGRID3
* xyz 0 1
C -0.990 -0.063 -2.504
C -0.509 -0.230 -1.081
N -1.190 -1.008 -0.294
C -0.523 -0.837 0.979
C -1.521 -0.101 1.858
C -0.231 -2.195 1.675
N 0.715 -0.036 0.724
O 1.766 0.275 1.525
C 0.567 0.571 -0.553
C 1.757 0.450 -1.570
C 0.314 2.109 -0.330
H -1.635 0.823 -2.494
H -1.565 -0.834 -2.858
H 0.019 -0.175 -3.090
H -2.357 -0.870 2.114
H -1.999 0.781 1.353
H -0.963 0.346 2.768
H -0.143 -2.077 2.772
H 0.763 -2.430 1.302
H -0.887 -3.088 1.416
H 1.509 -0.310 2.255
H 2.050 -0.554 -1.695
H 2.635 0.894 -1.008
H 1.706 1.004 -2.492
H -0.205 2.579 -1.186
H 1.244 2.679 -0.111
H -0.326 2.295 0.523
*
```


The following is a quantum chemistry calculation of C8H16N2O3RuSe2 as an isolated structure, from the OMol25 dataset.

Properties
* <S²>: 0.758
* calculated total energy: -5547.2110 hartree
* relative energy (zero: lowest compared OMol25 entry of this formula, charge and spin): 0.4 kJ/mol
* HOMO-LUMO gap (spin up / spin down): 8.05 / 7.74 eV
* HOMO energy (spin up / spin down): -12.77 / -12.60 eV

```
! RIJCOSX wB97M-V def2-TZVPD def2/J DEFGRID3
* xyz 1 2
Ru -0.265 -0.654 0.607
N 0.719 -0.848 2.528
C 2.069 -0.218 2.425
C 2.192 0.711 1.220
O 3.108 1.476 1.087
N 1.167 0.537 0.299
C 1.161 1.282 -0.950
C -0.050 0.843 -1.766
O -0.272 1.235 -2.871
O -0.871 -0.039 -1.139
H 0.803 -1.792 2.892
H 0.161 -0.341 3.210
H 2.324 0.338 3.325
H 2.817 -1.000 2.300
H 1.100 2.358 -0.777
H 2.068 1.102 -1.529
C -3.398 0.702 0.387
Se -2.586 -0.648 1.522
C -3.489 -2.220 0.769
C -2.758 -2.733 -0.445
Se -0.876 -2.977 0.031
C -0.174 -3.098 -1.772
H -4.459 0.738 0.620
H -3.207 0.463 -0.655
H -2.928 1.649 0.639
H -4.505 -1.910 0.532
H -3.532 -2.958 1.569
H -2.768 -2.022 -1.270
H -3.149 -3.696 -0.773
H -0.545 -4.016 -2.219
H 0.910 -3.138 -1.694
H -0.491 -2.217 -2.323
*
```